# 1
{
  "formula": "C24H28N5O9SV",
  "method": "wB97M-V/def2-TZVPD",
  "elements": ["V", "C", "O", "C", "C", "O", "C", "H", "H", "H", "H", "H", "H", "H", "H", "H", "H", "O", "S", "O", "O", "O", "C", "N", "C", "C", "C", "N", "C", "O", "N", "H", "H", "H", "H", "H", "H", "H", "O", "C", "N", "C", "C", "O", "N", "C", "C", "C", "C", "C", "C", "C", "C", "C", "C", "C", "C", "H", "H", "H", "H", "H", "H", "H", "H", "H", "H", "H"],
  "coordinates": [[0.58, 1.85, -0.07], [3.81, 1.87, 0.02], [2.61, 1.61, 0.78], [2.78, 1.81, 2.19], [1.74, 0.94, 2.83], [0.52, 1.13, 2.09], [-0.55, 0.45, 2.79], [4.58, 1.17, 0.36], [4.14, 2.90, 0.18], [3.59, 1.69, -1.03], [2.64, 2.87, 2.43], [3.78, 1.50, 2.49], [1.57, 1.23, 3.86], [2.01, -0.12, 2.78], [-0.67, 0.92, 3.77], [-0.29, -0.60, 2.90], [-1.46, 0.56, 2.21], [1.43, 2.48, -1.20], [1.23, 4.90, -0.15], [0.41, 5.40, -1.19], [0.62, 4.01, 0.80], [2.60, 5.18, -0.03], [-4.11, 3.30, 0.69], [-3.19, 3.03, -0.43], [-3.54, 3.20, -1.74], [-2.69, 2.94, -2.76], [-1.38, 2.47, -2.45], [-1.07, 2.35, -1.15], [-1.93, 2.60, -0.15], [-1.47, 2.42, 0.98], [-0.50, 2.13, -3.37], [-5.04, 3.69, 0.28], [-3.66, 4.02, 1.36], [-4.31, 2.37, 1.23], [-4.54, 3.56, -1.91], [-3.00, 3.08, -3.78], [-0.72, 2.22, -4.35], [0.42, 1.77, -3.12], [2.01, 0.21, -2.52], [1.37, -0.45, -1.74], [1.25, -1.77, -1.59], [0.23, -2.20, -0.63], [-0.42, -0.85, -0.32], [-1.47, -0.60, 0.19], [0.51, 0.15, -0.73], [0.83, -2.63, 0.71], [-0.02, -3.14, 1.69], [0.48, -3.49, 2.93], [1.84, -3.33, 3.21], [2.68, -2.83, 2.24], [2.18, -2.46, 0.99], [-0.70, -3.22, -1.26], [-0.40, -4.58, -1.15], [-1.18, -5.52, -1.81], [-2.26, -5.11, -2.58], [-2.56, -3.76, -2.69], [-1.78, -2.82, -2.04], [1.67, -2.41, -2.25], [-1.07, -3.28, 1.47], [-0.18, -3.90, 3.68], [2.23, -3.62, 4.17], [3.74, -2.73, 2.44], [2.86, -2.09, 0.23], [0.44, -4.90, -0.55], [-0.94, -6.57, -1.72], [-2.87, -5.84, -3.08], [-3.40, -3.44, -3.29], [-2.02, -1.77, -2.14]],
  "charge": 2,
  "total_energy_ha": -3224.0268,
  "multiplicity": 1,
  "lumo_energy_ev": -8.493,
  "homo_ev": -14.01
}

# 2
{
  "formula": "C6H5N3OS",
  "method": "wB97M-V/def2-TZVPD",
  "elements": ["C", "C", "C", "C", "C", "C", "N", "N", "N", "O", "S", "H", "H", "H", "H", "H"],
  "coordinates": [[-1.33, 0.92, 1.48], [-0.60, 2.04, 2.01], [-0.78, 0.04, 0.59], [0.65, 2.29, 1.38], [0.47, 0.44, 0.00], [0.56, -2.04, -2.48], [1.05, 1.56, 0.36], [0.70, -1.35, -1.43], [1.07, -0.24, -1.04], [0.60, -3.42, -2.49], [0.83, -4.40, -1.21], [-2.36, 0.70, 1.76], [-1.10, 2.64, 2.71], [-1.44, -0.73, 0.36], [1.29, 3.13, 1.40], [0.42, -1.60, -3.39]],
  "total_energy_ha": -869.1517,
  "multiplicity": 1,
  "lumo_energy_ev": [-1.147, -2.060],
  "homo_ev": [-9.03, -7.85]
}